# C11H25NO3P2Rh

C11H25NO3P2Rh as an isolated structure (wB97M-V/def2-TZVPD, the Open Molecules 2025 dataset).

As for the charge: +1. As for the highest occupied orbital energy (alpha / beta): -8.212 / -12.463 eV. The value obtained for the energy above the lowest of the compared OMol25 structures with the same formula, charge and spin is 0.0 kJ/mol. As for the lowest unoccupied orbital energy (alpha / beta): -2.7 / -6.9 eV. The spin multiplicity is 5.

XYZ file:
```
43
Properties=species:S:1:pos:R:3:forces:R:3:mulliken_charge:R:1
Rh 0.501 -0.439 -0.260 -3.0 1.2 -0.3 -0.563
H -1.343 -0.575 -0.238 0.8 0.4 0.0 -0.141
H -3.134 -0.247 1.756 0.4 -0.2 -0.8 0.340
P 0.191 -2.518 -0.961 -0.1 -1.4 -1.1 1.417
P 0.276 1.639 -1.400 -0.1 -0.1 0.0 1.429
C 1.704 2.622 -0.916 0.4 0.0 0.1 -1.308
H 1.524 3.685 -1.103 -0.1 -0.1 -0.1 0.441
H 1.924 2.470 0.145 -0.1 0.0 -0.1 0.281
H 2.572 2.303 -1.498 0.0 0.0 0.0 0.365
C 0.124 1.862 -3.198 0.0 -0.1 0.0 -1.282
H -0.716 1.266 -3.564 0.1 0.1 0.0 0.407
H -0.036 2.918 -3.441 0.0 -0.2 0.1 0.420
H 1.038 1.503 -3.679 -0.1 0.1 0.0 0.412
C -1.180 2.477 -0.746 -0.6 0.2 0.1 -1.414
H -1.091 2.638 0.330 0.1 -0.1 -0.1 0.294
H -1.328 3.447 -1.236 0.2 -0.1 0.0 0.448
H -2.069 1.865 -0.919 0.2 0.0 0.0 0.357
C 0.373 -2.689 -2.763 0.0 -0.2 -0.1 -1.353
H 0.299 -3.732 -3.090 0.0 0.1 0.1 0.422
H -0.410 -2.103 -3.255 0.1 -0.1 0.1 0.327
H 1.346 -2.287 -3.062 -0.2 -0.1 0.1 0.355
C 1.426 -3.652 -0.243 0.0 0.0 0.1 -1.368
H 1.366 -3.596 0.850 0.0 0.0 -0.2 0.385
H 1.243 -4.687 -0.554 0.0 0.2 0.0 0.412
H 2.435 -3.356 -0.551 -0.2 0.0 0.0 0.365
C -1.402 -3.301 -0.574 -0.1 0.0 0.1 -1.269
H -2.211 -2.833 -1.143 0.2 0.0 0.1 0.371
H -1.360 -4.368 -0.816 0.0 0.1 0.0 0.417
H -1.620 -3.179 0.492 0.1 0.0 -0.2 0.351
C 2.322 -0.544 0.128 5.6 -0.2 1.4 0.210
O 3.462 -0.653 0.338 -3.3 0.2 -0.8 -0.307
H 0.682 -0.062 -1.862 0.1 -0.3 0.0 0.200
O -2.888 0.239 2.536 -0.5 -0.2 0.0 -0.484
C -1.621 0.651 2.676 -3.5 0.9 2.5 0.030
C -1.392 1.405 3.943 -0.2 -0.2 0.2 -0.396
C 0.086 1.718 3.896 0.2 0.0 0.1 -0.590
C 0.517 1.197 2.523 0.0 -0.4 -0.5 0.151
O 1.661 1.296 2.096 0.1 0.0 -0.3 -0.558
N -0.547 0.467 1.933 3.6 0.3 -0.2 0.298
H -2.001 2.314 3.967 -0.2 -0.1 0.0 0.252
H -1.668 0.811 4.817 -0.1 0.0 0.1 0.297
H 0.291 2.791 3.934 0.1 -0.2 0.0 0.276
H 0.655 1.236 4.713 -0.1 0.1 -0.6 0.302
```
Forces are in eV/Å.